[1]
Computed, not measured: a structure of composition C34H26BrN6O2SSr at a distorted geometry, with wB97M-V/def2-TZVPD.

The frontier orbital gap comes out at 5.9 eV. The energy above the lowest of the compared OMol25 structures with the same formula, charge and spin is 1.636 eV. The calculation puts the highest occupied orbital energy at -3.8 eV. Its electronic energy is -130431.148 eV. The total charge is -1. The calculation puts the LUMO energy at 0.0758 hartree.

The geometry in XYZ format:
```
71
Properties=species:S:1:pos:R:3:mulliken_charge:R:1
Sr 0.800 0.335 -0.213 1.79
C 0.091 3.125 3.718 -1.68
C 0.606 2.127 2.732 -0.19
N 0.092 1.989 1.510 0.79
N -0.940 2.650 1.119 -0.94
C -1.244 2.272 -0.300 0.28
O -0.241 2.080 -1.127 -0.97
C -2.256 3.266 -0.857 -0.31
C -2.851 4.257 -0.088 0.11
C -3.739 5.155 -0.668 -0.73
C -4.056 5.061 -2.014 -0.35
C -3.464 4.068 -2.787 -0.58
C -2.565 3.185 -2.211 -0.50
C 1.747 1.295 3.030 1.07
C 2.276 1.248 4.342 -1.06
C 3.344 0.428 4.628 -0.40
C 3.914 -0.347 3.623 -1.02
C 3.357 -0.237 2.359 -0.24
N 2.325 0.538 2.054 0.24
H -0.640 3.764 3.225 0.33
H 0.888 3.759 4.121 0.35
H -0.409 2.672 4.585 0.26
H -2.615 4.311 0.964 0.42
H -4.192 5.928 -0.058 0.37
H -4.758 5.756 -2.462 0.36
H -3.697 3.989 -3.843 0.37
H -2.069 2.432 -2.811 0.37
H 1.824 1.849 5.118 0.34
H 3.735 0.392 5.639 0.41
H 4.758 -0.999 3.795 0.42
H 3.777 -0.803 1.529 0.44
C 5.066 0.066 -2.878 -0.61
C 4.785 -0.879 -3.859 -0.56
C 3.523 -1.446 -3.895 -0.95
C 2.558 -1.082 -2.944 0.72
C 2.803 -0.165 -1.902 -0.43
C 4.096 0.395 -1.941 -0.30
C 1.201 -1.716 -3.070 0.64
C 0.762 -2.176 -4.358 -0.82
C -0.438 -2.783 -4.506 -0.94
C -1.266 -2.973 -3.369 1.38
C -2.525 -3.615 -3.421 -0.83
C -3.277 -3.760 -2.290 -0.55
C -2.796 -3.259 -1.059 -0.81
C -1.587 -2.627 -0.991 -0.05
C -0.788 -2.472 -2.150 -0.71
N 0.418 -1.830 -2.015 0.01
H 6.046 0.532 -2.847 0.35
H 5.537 -1.170 -4.582 0.37
H 3.324 -2.195 -4.653 0.35
H 4.383 1.130 -1.189 0.33
H 1.392 -1.994 -5.215 0.38
H -0.778 -3.113 -5.481 0.40
H -2.883 -3.987 -4.374 0.38
H -4.241 -4.250 -2.332 0.37
H -3.394 -3.363 -0.162 0.44
H -1.219 -2.229 -0.055 0.75
Br -1.395 -4.108 5.581 -0.18
C -0.795 -3.069 4.124 0.19
C 0.157 -3.578 3.259 -0.69
C 0.555 -2.773 2.204 -0.46
N 0.080 -1.550 1.984 0.64
C -0.834 -1.081 2.836 -0.26
C -1.306 -1.801 3.923 -1.02
H 0.578 -4.564 3.393 0.45
H 1.298 -3.136 1.501 0.44
H -1.189 -0.072 2.652 0.41
H -2.044 -1.375 4.587 0.49
O -4.340 1.354 0.652 -0.56
S -3.310 0.384 0.324 0.21
N -1.955 0.782 -0.135 0.29
```

[2]
Computed, not measured: a structure of composition C19H17N7PdS, with wB97M-V/def2-TZVPD.

The expectation value of S² is 2.03. The frontier orbital gap (alpha / beta) comes out at 6.1 / 6.7 eV. The energy above the lowest of the compared OMol25 structures with the same formula, charge and spin is 0.000 eV. The calculation puts the highest occupied orbital energy (alpha / beta) at -6.4 / -7.2 eV. Its electronic energy is -44724.360 eV. As for the spin multiplicity: 3. The calculation puts the LUMO energy (alpha / beta) at -0.0107 / -0.0180 hartree.

The geometry in XYZ format:
```
45
Properties=species:S:1:pos:R:3:lowdin_spin:R:1
Pd 0.452 1.719 0.184 1.06
N 3.479 -0.895 1.819 0.00
C 4.020 -0.975 0.554 0.00
C 3.189 -0.266 -0.251 0.00
N 2.152 0.243 0.485 0.05
C 2.350 -0.151 1.721 0.00
C 1.440 0.254 2.771 0.00
N 0.452 1.085 2.526 0.04
C -0.195 1.259 3.723 0.00
C 0.411 0.529 4.695 0.00
N 1.458 -0.117 4.076 0.00
H 3.879 -1.292 2.650 0.00
H 4.927 -1.516 0.357 0.00
H 3.270 -0.071 -1.307 0.00
H -1.052 1.904 3.809 0.00
H 0.204 0.407 5.742 0.00
H 2.082 -0.769 4.516 0.00
C -1.468 0.665 -0.124 0.26
C -2.151 1.881 -0.489 0.02
C -2.945 2.606 0.426 0.07
C -3.537 3.799 0.083 -0.01
C -3.346 4.328 -1.199 0.08
C -2.610 3.598 -2.146 -0.01
C -2.052 2.389 -1.803 0.07
C -3.887 5.612 -1.531 0.01
N -4.303 6.653 -1.790 0.04
H -1.221 -0.028 -0.921 0.01
H -1.766 0.198 0.809 0.02
H -3.096 2.205 1.424 0.00
H -4.137 4.345 0.800 0.00
H -2.471 3.998 -3.141 0.00
H -1.469 1.844 -2.533 0.00
C -0.760 4.963 2.020 0.00
C -0.353 5.117 0.589 0.01
C -0.471 6.316 -0.104 0.00
C -0.034 6.314 -1.422 0.00
N 0.492 5.259 -2.023 0.01
C 0.575 4.145 -1.291 0.02
S 1.240 2.675 -1.918 0.17
N 0.151 4.044 -0.015 0.05
H -0.941 5.930 2.486 0.00
H 0.021 4.434 2.567 0.00
H -1.672 4.368 2.080 0.00
H -0.892 7.199 0.354 0.00
H -0.114 7.213 -2.026 0.00
```

[3]
Computed, not measured: the molecule C5H8Cl2N2O at a distorted geometry, with wB97M-V/def2-TZVPD.

The frontier orbital gap comes out at 8.5 eV. The energy above the lowest of the compared OMol25 structures with the same formula, charge and spin is 2.992 eV. The calculation puts the highest occupied orbital energy at -7.7 eV. Its electronic energy is -35381.610 eV. The calculation puts the LUMO energy at 0.0275 hartree.

The geometry in XYZ format:
```
18
Properties=species:S:1:pos:R:3:mulliken_charge:R:1
C -0.472 0.418 -1.733 0.19
C -0.311 -0.725 0.699 -0.65
C -1.814 -1.379 -1.253 -0.41
C 0.222 0.668 0.401 0.22
C 2.459 1.497 1.102 -0.73
N -1.147 -0.490 -2.150 -0.48
N -1.684 -0.960 0.116 -0.15
O 1.605 0.829 0.216 -0.26
Cl -0.652 2.006 1.166 -0.21
Cl -2.276 -2.257 1.042 -0.15
H 0.237 1.262 -2.148 0.25
H 0.495 -1.365 0.130 0.24
H -0.423 -0.754 1.778 0.50
H -2.852 -1.368 -1.501 0.40
H -1.352 -2.371 -1.579 0.35
H 2.038 2.445 1.402 0.38
H 3.167 1.634 0.338 0.27
H 2.760 0.909 1.974 0.23
```

[4]
Computed, not measured: the molecule C4H10N4 at a distorted geometry, with wB97M-V/def2-TZVPD.

The frontier orbital gap comes out at 10.0 eV. The energy above the lowest of the compared OMol25 structures with the same formula, charge and spin is 3.771 eV. The calculation puts the highest occupied orbital energy at -9.2 eV. Its electronic energy is -10267.080 eV. The calculation puts the LUMO energy at 0.0307 hartree.

The geometry in XYZ format:
```
18
Properties=species:S:1:pos:R:3:mulliken_charge:R:1
C 1.152 0.345 1.356 -0.84
C 2.717 0.114 -0.638 -0.79
C -0.658 -1.101 -0.209 0.06
C -1.651 0.040 -0.136 0.39
H 0.106 0.617 1.627 0.37
H 1.784 1.368 1.683 0.25
H 1.403 -0.575 1.999 0.33
H 3.432 -0.674 -0.269 0.25
H 2.618 0.111 -1.834 0.28
H 2.997 1.206 -0.338 0.27
H -1.239 -2.008 0.042 0.39
H -1.929 2.073 -0.606 0.23
H -0.322 1.467 -0.588 0.19
H -3.506 0.382 0.034 0.21
N 1.331 0.164 -0.197 0.03
N 0.605 -1.187 -0.110 -0.63
N -1.224 1.300 -0.399 -0.34
N -2.813 -0.329 0.136 -0.65
```

[5]
Computed, not measured: a structure of composition C35H43AlAsN4OP2, with wB97M-V/def2-TZVPD.

The frontier orbital gap comes out at 4.7 eV. The calculation puts the highest occupied orbital energy at -13.7 eV. Its electronic energy is -130995.675 eV. The total charge is +3. The calculation puts the LUMO energy at -0.3315 hartree.

The geometry in XYZ format:
```
87
Properties=species:S:1:pos:R:3:mulliken_charge:R:1
Al -0.214 -2.261 -1.341 -1.11
C -3.283 9.948 3.596 -0.86
O -3.027 8.757 4.337 -0.44
C -2.756 7.632 3.700 0.88
C -2.548 6.499 4.509 -0.83
C -2.257 5.287 3.946 -0.44
C -2.154 5.150 2.549 0.42
C -2.362 6.283 1.749 -0.80
C -2.660 7.504 2.306 -0.46
C -1.850 3.897 1.919 0.26
N -1.652 3.725 0.613 -0.85
C -1.402 2.418 0.441 1.02
C -1.433 1.730 1.665 -0.38
N -1.726 2.697 2.584 -0.10
C -1.198 0.343 1.762 0.45
C -1.179 -0.439 2.934 -1.02
C -0.909 -1.786 2.857 -1.24
C -0.673 -2.370 1.614 -0.36
N -0.693 -1.669 0.488 0.75
C -0.934 -0.332 0.541 0.41
C -0.880 0.351 -0.700 0.59
N -0.570 -0.398 -1.805 0.57
C -0.481 0.232 -2.981 -0.18
C -0.708 1.590 -3.134 -1.22
C -1.030 2.356 -2.029 -0.72
C -1.111 1.737 -0.777 0.06
H -3.513 10.711 4.332 0.25
H -4.135 9.817 2.927 0.36
H -2.405 10.252 3.023 0.36
H -2.629 6.620 5.581 0.44
H -2.100 4.437 4.600 0.25
H -2.289 6.180 0.676 0.46
H -2.822 8.362 1.669 0.43
H -1.836 2.576 3.577 0.20
H -1.375 0.016 3.897 0.54
H -0.877 -2.394 3.751 0.54
H -0.461 -3.429 1.515 0.72
H -0.203 -0.380 -3.826 0.60
H -0.630 2.040 -4.114 0.51
H -1.210 3.420 -2.109 0.65
C 1.309 -3.446 -4.589 -1.30
P -0.273 -3.129 -3.742 0.89
C -1.335 -2.370 -5.025 -1.51
C -0.991 -4.811 -3.571 -1.16
C -2.218 -4.771 -2.654 -1.02
P -1.697 -4.259 -0.975 0.93
C -0.986 -5.789 -0.280 -1.47
C -3.257 -3.992 -0.078 -1.31
H 1.122 -4.032 -5.490 0.50
H 1.983 -4.003 -3.938 0.29
H 1.787 -2.509 -4.877 0.37
H -1.670 -3.141 -5.718 0.48
H -0.772 -1.628 -5.593 0.50
H -2.207 -1.885 -4.586 0.41
H -0.231 -5.488 -3.172 0.43
H -1.254 -5.175 -4.565 0.63
H -2.698 -5.749 -2.595 0.61
H -2.963 -4.063 -3.027 0.39
H -1.629 -6.630 -0.541 0.49
H -0.918 -5.730 0.807 0.41
H 0.013 -5.966 -0.680 0.43
H -3.887 -4.876 -0.185 0.50
H -3.780 -3.130 -0.492 0.41
H -3.074 -3.816 0.981 0.37
C 3.603 -3.570 -0.969 -1.21
As 2.289 -2.149 -0.847 1.04
C 3.053 -0.815 -2.033 -1.28
C 2.553 -1.463 0.984 -0.68
C 3.914 -0.886 1.243 0.19
C 4.872 -1.621 1.936 -0.32
C 6.104 -1.058 2.236 -0.72
C 6.390 0.241 1.842 -0.50
C 5.444 0.976 1.140 -0.81
C 4.212 0.417 0.845 -0.30
H 4.545 -3.150 -0.614 0.47
H 3.726 -3.899 -1.998 0.42
H 3.334 -4.419 -0.345 0.43
H 4.066 -0.607 -1.691 0.55
H 2.476 0.108 -2.021 0.30
H 3.095 -1.203 -3.050 0.38
H 2.368 -2.317 1.639 0.62
H 1.782 -0.713 1.167 0.32
H 4.653 -2.635 2.253 0.41
H 6.839 -1.631 2.785 0.43
H 7.346 0.682 2.088 0.42
H 5.668 1.988 0.830 0.43
H 3.464 1.003 0.320 0.41
```